1.
ORCA calculation (ωB97M-V with the def2-TZVPD basis set) on C3H4AgO4 as an isolated structure in a non-equilibrium geometry.

ORCA input file:
```
! RIJCOSX wB97M-V def2-TZVPD def2/J DEFGRID3
* xyz 0 2
O -2.77 2.03 0.22
C -2.79 0.84 0.03
H -1.43 0.15 -0.18
H -3.99 -0.73 0.79
C -4.03 0.01 -0.02
H -4.93 0.62 0.05
H -4.02 -0.55 -0.97
O 1.33 0.92 -0.12
O -0.22 -0.62 -0.43
O 1.82 -1.24 0.04
C 1.02 -0.29 -0.12
Ag 3.60 0.32 0.07
*
```

The total energy is -15361.11086 eV. The value obtained for the lowest unoccupied orbital energy (spin up / spin down) is -1.31 / -2.31 eV. The HOMO energy (spin up / spin down) is -0.3237 / -0.3110 Ha. Its gap between HOMO and LUMO (spin up / spin down) is 7.5 / 6.2 eV. The energy above the lowest of the compared OMol25 structures with the same formula, charge and spin comes out at 107.4 kJ/mol.

***

2.
ORCA calculation (ωB97M-V with the def2-TZVPD basis set) on a 2-piece molecular cluster, C5H12O overall in a non-equilibrium geometry.

ORCA input file:
```
! RIJCOSX wB97M-V def2-TZVPD def2/J DEFGRID3
* xyz 0 1
C 1.90 -1.64 1.46
C 0.65 -2.14 1.46
O 0.51 -3.50 1.34
H 1.98 -0.57 1.41
H 2.75 -2.28 1.27
H -0.24 -1.56 1.65
H 1.31 -3.86 0.96
C -1.74 0.69 -1.36
C -0.59 1.68 -1.42
C 0.00 1.97 -0.04
H -2.46 0.95 -0.57
H -2.51 0.50 -2.10
H -1.30 -0.25 -1.04
H 0.20 1.42 -2.13
H -0.95 2.63 -1.86
H 0.97 2.44 -0.11
H 0.22 1.02 0.44
H -0.71 2.50 0.62
*
```

The total energy is -7425.65058 eV. The SMILES is C=CO.CCC. The value obtained for the lowest unoccupied orbital energy is 0.98 eV. The HOMO energy is -0.3359 Ha. Its gap between HOMO and LUMO is 10.1 eV. The energy above the lowest of the compared OMol25 structures with the same formula, charge and spin comes out at 160.2 kJ/mol.

***

3.
ORCA calculation (ωB97M-V with the def2-TZVPD basis set) on a 2-piece molecular cluster, C5H14 overall.

ORCA input file:
```
! RIJCOSX wB97M-V def2-TZVPD def2/J DEFGRID3
* xyz 0 1
C 0.05 -1.27 -0.66
C 1.34 -2.08 -0.72
C 2.44 -1.53 0.20
H 0.31 -0.23 -0.55
H -0.61 -1.55 0.17
H -0.59 -1.38 -1.55
H 1.13 -3.13 -0.51
H 1.75 -2.13 -1.73
H 3.44 -1.72 -0.18
H 2.32 -0.45 0.30
H 2.38 -1.97 1.19
C -1.01 1.94 0.65
C -2.46 2.38 0.42
H -0.89 0.87 0.63
H -0.47 2.44 -0.16
H -0.56 2.29 1.58
H -3.10 2.36 1.30
H -2.93 1.77 -0.35
H -2.54 3.38 -0.01
*
```

The total energy is -5411.73176 eV. The SMILES is CCC.CC. The value obtained for the lowest unoccupied orbital energy is 1.17 eV. The HOMO energy is -0.4138 Ha. Its gap between HOMO and LUMO is 12.4 eV. The energy above the lowest of the compared OMol25 structures with the same formula, charge and spin comes out at 30.7 kJ/mol.

***

4.
ORCA calculation (ωB97M-V with the def2-TZVPD basis set) on C31H26CrF5N4OP as an isolated structure in a non-equilibrium geometry.

ORCA input file:
```
! RIJCOSX wB97M-V def2-TZVPD def2/J DEFGRID3
* xyz 1 4
Cr 0.02 0.03 0.01
N -1.71 1.95 1.74
P -0.24 1.16 2.11
C -0.62 0.11 3.55
C 0.11 -1.06 3.76
C -0.15 -1.87 4.85
C -1.16 -1.53 5.74
C -1.88 -0.36 5.55
C -1.62 0.45 4.46
C 0.64 2.52 2.96
C 0.35 3.85 2.70
C 1.03 4.86 3.38
C 2.02 4.53 4.29
C 2.33 3.20 4.53
C 1.65 2.19 3.87
C -2.44 1.73 0.59
C -3.69 2.33 0.43
C -4.38 2.14 -0.74
C -3.81 1.35 -1.74
C -2.58 0.78 -1.50
N -1.89 0.95 -0.36
H -2.15 2.53 2.43
H 0.90 -1.32 3.06
H 0.42 -2.78 5.00
H -1.38 -2.17 6.58
H -2.66 -0.08 6.25
H -2.19 1.37 4.35
H -0.42 4.13 1.99
H 0.79 5.89 3.18
H 2.55 5.31 4.82
H 3.11 2.94 5.23
H 1.89 1.15 4.06
H -4.10 2.94 1.23
H -5.35 2.60 -0.88
H -4.32 1.18 -2.67
H -2.10 0.17 -2.25
N -0.71 -3.09 -2.56
C -0.76 -2.18 -1.58
O -0.12 -1.11 -1.69
C -1.62 -2.41 -0.38
C -1.04 -1.62 0.80
H -0.09 -2.96 -3.34
H -1.14 -3.99 -2.44
H -1.72 -3.48 -0.17
H -2.61 -2.03 -0.64
H -0.34 -2.26 1.34
H -1.84 -1.38 1.50
C 1.41 3.75 -3.05
C 1.11 3.99 -1.72
C 0.79 2.92 -0.90
N 0.75 1.66 -1.34
C 1.05 1.43 -2.62
C 1.38 2.44 -3.51
H 1.68 4.56 -3.71
H 1.14 4.99 -1.31
H 0.57 3.08 0.14
H 1.03 0.40 -2.94
H 1.62 2.21 -4.53
F 2.64 1.52 0.81
C 2.94 0.21 0.66
C 1.92 -0.68 0.35
C 2.35 -1.99 0.18
F 1.45 -2.96 -0.11
C 3.67 -2.39 0.32
F 4.01 -3.67 0.16
C 4.64 -1.46 0.64
F 5.90 -1.83 0.78
C 4.27 -0.14 0.82
F 5.19 0.78 1.12
*
```

The total energy is -91871.14614 eV. The value obtained for the lowest unoccupied orbital energy (spin up / spin down) is -2.32 / -2.54 eV. The HOMO energy (spin up / spin down) is -0.4071 / -0.4107 Ha. Its gap between HOMO and LUMO (spin up / spin down) is 8.8 / 8.6 eV. The energy above the lowest of the compared OMol25 structures with the same formula, charge and spin comes out at 0.0 kJ/mol.

***

5.
ORCA calculation (ωB97M-V with the def2-TZVPD basis set) on one molecule with the formula C23H26N2O4S in a non-equilibrium geometry.

ORCA input file:
```
! RIJCOSX wB97M-V def2-TZVPD def2/J DEFGRID3
* xyz 0 1
C -3.44 -1.48 1.59
C -2.60 -0.25 1.65
C -1.55 -0.19 2.58
C -0.72 0.91 2.68
C -0.93 2.01 1.85
C -1.96 1.98 0.94
C -2.78 0.86 0.84
S -4.00 1.00 -0.48
O -4.30 2.39 -0.67
O -5.12 0.11 -0.29
C -3.09 0.45 -2.00
C -2.46 -0.86 -1.77
C -2.81 -2.12 -2.14
C -1.87 -2.99 -1.55
C -1.00 -2.19 -0.85
C 0.15 -2.56 0.00
O 0.56 -3.70 0.07
N 0.63 -1.53 0.73
C 1.82 -1.66 1.54
C 2.92 -0.72 1.03
N 3.09 -0.84 -0.41
C 3.77 -2.05 -0.79
C 3.71 0.36 -0.97
C 2.76 1.52 -0.89
C 1.45 1.36 -1.34
C 0.56 2.42 -1.28
C 0.96 3.64 -0.78
C 2.25 3.81 -0.33
C 3.15 2.75 -0.38
O -1.36 -0.89 -0.98
H -2.85 -2.31 1.21
H -4.30 -1.33 0.94
H -3.78 -1.74 2.58
H -1.39 -1.04 3.23
H 0.08 0.92 3.40
H -0.29 2.87 1.93
H -2.17 2.82 0.30
H -2.37 1.24 -2.19
H -3.84 0.41 -2.79
H -3.65 -2.40 -2.75
H -1.82 -4.05 -1.63
H 0.31 -0.60 0.53
H 1.59 -1.42 2.58
H 2.13 -2.71 1.48
H 2.61 0.31 1.24
H 3.85 -0.92 1.58
H 3.18 -2.91 -0.47
H 3.87 -2.09 -1.87
H 4.78 -2.13 -0.34
H 4.66 0.61 -0.47
H 3.93 0.15 -2.02
H 1.14 0.40 -1.73
H -0.45 2.29 -1.64
H 0.26 4.47 -0.74
H 2.57 4.76 0.07
H 4.16 2.89 -0.03
*
```

The total energy is -46278.12104 eV. The SMILES is Cc1ccccc1S(=O)(=O)Cc1ccc(C(=O)NCCN(C)Cc2ccccc2)o1. The value obtained for the lowest unoccupied orbital energy is 0.45 eV. The HOMO energy is -0.3249 Ha. Its gap between HOMO and LUMO is 9.3 eV. The energy above the lowest of the compared OMol25 structures with the same formula, charge and spin comes out at 58.3 kJ/mol.

***

6.
ORCA calculation (ωB97M-V with the def2-TZVPD basis set) on C21H43CeN2P3S as an isolated structure in a non-equilibrium geometry.

ORCA input file:
```
! RIJCOSX wB97M-V def2-TZVPD def2/J DEFGRID3
* xyz 3 2
Ce 0.03 0.72 -0.63
P -0.90 -1.80 0.61
P 2.52 0.10 0.96
P 1.05 -1.49 -2.13
H -1.40 3.04 -1.57
C -1.60 2.09 -2.11
C -2.34 1.07 -1.52
H -2.97 1.27 -0.65
C -1.97 -1.80 2.11
C 0.29 -3.07 1.19
C -1.98 -2.82 -0.46
C 3.62 1.49 0.48
C 2.68 0.25 2.78
C 3.62 -1.34 0.73
C -0.11 -1.64 -3.55
C 1.67 -3.19 -2.09
C 2.49 -0.64 -2.86
H -1.34 2.05 -3.18
H -2.53 0.14 -2.08
H -2.67 -0.96 2.04
H -1.37 -1.71 3.02
H -2.56 -2.74 2.15
H 0.86 -2.68 2.04
H 1.00 -3.34 0.40
H -0.24 -3.98 1.51
H -2.82 -2.19 -0.78
H -2.37 -3.67 0.12
H -1.44 -3.18 -1.34
H 4.59 1.33 0.98
H 3.18 2.44 0.83
H 3.75 1.53 -0.61
H 3.75 0.25 3.06
H 2.19 -0.60 3.28
H 2.22 1.19 3.13
H 4.54 -1.17 1.32
H 3.90 -1.47 -0.33
H 3.14 -2.26 1.09
H 0.45 -1.90 -4.45
H -0.66 -0.71 -3.74
H -0.84 -2.43 -3.32
H 2.06 -3.43 -3.10
H 0.86 -3.88 -1.83
H 2.49 -3.29 -1.36
H 2.71 -1.13 -3.81
H 3.37 -0.73 -2.21
H 2.27 0.42 -3.09
C 0.44 2.39 -6.30
C 1.56 3.02 -6.89
C 1.37 3.75 -8.07
C 0.10 3.86 -8.66
C -0.99 3.24 -8.06
C -0.84 2.51 -6.89
S 0.57 1.52 -4.77
H 0.40 2.50 -3.84
H 2.53 2.94 -6.39
H 2.22 4.26 -8.52
H -0.03 4.46 -9.56
H -1.99 3.31 -8.48
H -1.67 2.06 -6.35
C -1.37 1.63 5.14
N -1.35 1.81 3.70
C -2.05 2.79 2.99
C -1.71 2.62 1.68
N -0.78 1.58 1.57
C -0.62 1.09 2.82
H -0.97 2.53 5.64
H -2.40 1.48 5.50
H -0.76 0.77 5.42
H -2.70 3.49 3.47
H -2.10 3.12 0.78
H -0.02 0.22 3.10
*
```

The total energy is -77059.76529 eV. The value obtained for the lowest unoccupied orbital energy (spin up / spin down) is -10.92 / -10.87 eV. The HOMO energy (spin up / spin down) is -0.5724 / -0.5724 Ha. Its gap between HOMO and LUMO (spin up / spin down) is 4.7 / 4.7 eV. The energy above the lowest of the compared OMol25 structures with the same formula, charge and spin comes out at 37.2 kJ/mol.

***

7.
ORCA calculation (ωB97M-V with the def2-TZVPD basis set) on C48H55N7O2PPbSi as an isolated structure in a non-equilibrium geometry.

ORCA input file:
```
! RIJCOSX wB97M-V def2-TZVPD def2/J DEFGRID3
* xyz 1 1
Pb 15.70 14.22 11.11
N 19.12 16.12 10.14
P 18.62 14.47 10.21
C 20.21 13.70 10.62
C 21.34 13.78 9.79
C 22.58 13.34 10.23
C 22.73 12.84 11.52
C 21.60 12.63 12.33
C 20.35 13.05 11.87
C 18.38 14.14 8.47
C 17.68 14.99 7.58
C 17.30 14.51 6.31
C 17.71 13.26 5.87
C 18.43 12.43 6.72
C 18.74 12.88 8.01
C 18.22 17.19 10.18
C 18.69 18.53 10.07
C 17.77 19.57 9.98
C 16.42 19.28 10.18
C 16.04 17.97 10.38
N 16.92 16.95 10.31
H 20.10 16.36 10.24
H 21.21 14.17 8.78
H 23.45 13.46 9.60
H 23.69 12.59 11.91
H 21.70 12.19 13.31
H 19.48 12.87 12.52
H 17.34 15.96 7.93
H 16.73 15.17 5.65
H 17.43 12.95 4.88
H 18.69 11.42 6.43
H 19.37 12.25 8.62
H 19.77 18.77 10.01
H 18.05 20.60 9.73
H 15.68 20.07 10.21
H 15.02 17.68 10.56
C 13.81 13.92 14.47
O 15.21 14.22 14.54
C 15.84 14.56 13.42
C 17.20 15.14 13.76
H 13.69 12.90 14.87
H 13.41 13.98 13.47
H 13.33 14.65 15.11
H 17.15 15.57 14.78
H 17.46 15.94 13.02
H 18.02 14.39 13.71
N 13.10 12.90 11.31
C 12.12 12.42 10.93
C 10.96 11.69 10.47
C 11.14 10.37 9.99
C 10.03 9.56 9.92
C 8.77 10.06 10.25
C 8.57 11.38 10.62
C 9.68 12.22 10.67
H 12.13 10.07 9.72
H 10.12 8.51 9.63
H 7.92 9.38 10.15
H 7.57 11.74 10.86
H 9.55 13.28 10.95
C 13.21 20.07 12.91
C 12.00 20.09 11.96
C 12.40 20.47 10.50
C 11.13 18.80 12.01
N 11.79 17.58 11.45
C 12.68 16.75 12.01
N 13.15 15.96 11.04
N 12.48 16.27 9.94
N 11.69 17.29 10.15
H 13.46 21.10 13.22
H 14.10 19.61 12.44
H 13.02 19.52 13.83
H 11.30 20.86 12.35
H 12.87 19.62 9.97
H 13.07 21.34 10.50
H 11.50 20.72 9.91
H 10.22 19.02 11.45
H 10.88 18.58 13.07
H 12.92 16.71 13.05
C 17.45 7.80 10.83
C 17.73 9.33 11.03
C 18.93 9.72 10.12
C 18.07 9.60 12.52
Si 16.21 10.52 10.67
O 16.41 12.06 11.13
C 15.70 10.46 8.84
C 14.78 11.41 8.41
C 14.32 11.47 7.11
C 14.75 10.52 6.20
C 15.72 9.58 6.59
C 16.16 9.54 7.91
C 14.86 9.68 11.67
C 14.42 10.25 12.88
C 13.41 9.65 13.64
C 12.82 8.49 13.19
C 13.26 7.90 12.01
C 14.25 8.52 11.24
H 18.41 7.26 10.84
H 16.91 7.58 9.89
H 16.87 7.42 11.71
H 19.82 9.18 10.51
H 19.16 10.81 10.24
H 18.76 9.47 9.05
H 19.10 9.27 12.68
H 17.39 9.05 13.20
H 18.00 10.67 12.79
H 14.35 12.12 9.10
H 13.64 12.26 6.84
H 14.40 10.49 5.17
H 16.08 8.85 5.87
H 16.87 8.76 8.19
H 14.86 11.16 13.25
H 13.11 10.15 14.56
H 12.02 8.03 13.75
H 12.85 6.96 11.67
H 14.47 8.09 10.27
*
```

The total energy is -87602.56697 eV. The value obtained for the lowest unoccupied orbital energy is -3.56 eV. The HOMO energy is -0.3742 Ha. Its gap between HOMO and LUMO is 6.6 eV.

***

8.
ORCA calculation (ωB97M-V with the def2-TZVPD basis set) on C36H37NOP2Pb as an isolated structure in a non-equilibrium geometry.

ORCA input file:
```
! RIJCOSX wB97M-V def2-TZVPD def2/J DEFGRID3
* xyz 0 1
Pb -1.20 1.01 -5.80
C 1.58 -1.37 0.63
C 2.04 -1.65 -0.59
C 1.65 -2.78 -1.50
C 0.19 -2.99 -1.97
C -0.98 -2.78 -1.06
C -1.04 -3.05 0.25
C 0.14 -3.46 1.03
C 1.03 -2.33 1.64
C -2.44 0.87 -3.89
H 1.71 -0.37 1.07
H 2.81 -1.00 -1.02
H 2.06 -3.71 -1.07
H 2.24 -2.58 -2.41
H -0.02 -2.44 -2.90
H 0.16 -4.05 -2.27
H -1.90 -2.51 -1.57
H -1.99 -2.98 0.81
H 0.79 -4.11 0.43
H -0.27 -3.98 1.91
H 0.45 -1.78 2.41
H 1.86 -2.81 2.22
H -2.19 1.83 -3.42
H -1.81 0.10 -3.43
H -3.50 0.64 -3.78
P 0.66 0.70 -8.57
P -2.42 -0.08 -8.72
C 0.17 -0.99 -8.96
C -1.13 -1.27 -9.19
C 1.86 1.00 -9.98
C 2.55 -0.04 -10.62
C 3.36 0.22 -11.74
C 3.52 1.54 -12.18
C 2.89 2.59 -11.51
C 2.05 2.33 -10.43
C 1.78 0.16 -7.21
C 1.25 -0.60 -6.14
C 1.99 -0.67 -4.96
C 3.35 -0.32 -4.93
C 3.92 0.26 -6.06
C 3.13 0.53 -7.19
C -3.40 -0.38 -10.29
C -2.81 -0.05 -11.53
C -3.47 -0.36 -12.72
C -4.72 -0.98 -12.68
C -5.32 -1.30 -11.46
C -4.66 -1.00 -10.26
C -3.36 -1.09 -7.50
C -4.28 -0.39 -6.69
C -5.05 -1.09 -5.76
C -4.89 -2.48 -5.61
C -3.93 -3.16 -6.37
C -3.16 -2.46 -7.31
H 0.97 -1.74 -9.02
H -1.46 -2.17 -9.76
H 2.46 -1.07 -10.27
H 3.85 -0.61 -12.25
H 4.15 1.74 -13.05
H 3.05 3.62 -11.83
H 1.53 3.15 -9.93
H 0.35 -1.23 -6.25
H 1.52 -1.01 -4.03
H 3.93 -0.50 -4.01
H 4.98 0.52 -6.07
H 3.58 0.98 -8.08
H -1.82 0.41 -11.55
H -3.00 -0.11 -13.68
H -5.23 -1.22 -13.61
H -6.29 -1.79 -11.42
H -5.11 -1.29 -9.30
H -4.42 0.69 -6.82
H -5.77 -0.55 -5.14
H -5.50 -3.03 -4.89
H -3.77 -4.23 -6.24
H -2.41 -2.99 -7.89
O 1.45 2.06 -1.96
C 0.92 1.51 -2.87
N 0.36 1.00 -3.81
*
```

The total energy is -65290.49370 eV. The value obtained for the lowest unoccupied orbital energy is -0.97 eV. The HOMO energy is -0.2907 Ha. Its gap between HOMO and LUMO is 6.9 eV. The energy above the lowest of the compared OMol25 structures with the same formula, charge and spin comes out at 15.5 kJ/mol.

***

9.
ORCA calculation (ωB97M-V with the def2-TZVPD basis set) on one molecule with the formula C18H25NO4.

ORCA input file:
```
! RIJCOSX wB97M-V def2-TZVPD def2/J DEFGRID3
* xyz 0 1
C -4.72 -2.03 -0.95
C -4.48 -0.93 0.07
O -3.71 0.11 -0.55
C -3.80 1.34 -0.01
O -4.49 1.60 0.94
C -2.90 2.31 -0.74
C -1.45 2.12 -0.27
O -0.85 2.98 0.32
N -0.95 0.92 -0.62
C 0.36 0.40 -0.23
C 1.43 1.30 -0.89
C 2.85 0.91 -0.58
C 3.50 1.45 0.52
C 4.80 1.08 0.83
C 5.47 0.16 0.03
O 6.75 -0.23 0.30
C 4.83 -0.37 -1.08
C 3.54 0.01 -1.38
C 0.47 -1.04 -0.74
C -0.53 -1.98 -0.06
C -0.36 -1.94 1.46
C -0.53 -0.51 1.96
C 0.50 0.41 1.30
H -3.78 -2.45 -1.29
H -5.31 -2.82 -0.49
H -5.26 -1.64 -1.81
H -3.92 -1.30 0.93
H -5.42 -0.50 0.42
H -2.96 2.13 -1.81
H -3.21 3.33 -0.50
H -1.57 0.28 -1.08
H 1.27 1.27 -1.97
H 1.25 2.32 -0.55
H 2.99 2.17 1.15
H 5.29 1.51 1.69
H 7.07 0.23 1.08
H 5.37 -1.07 -1.71
H 3.06 -0.40 -2.26
H 1.48 -1.40 -0.54
H 0.32 -1.06 -1.82
H -1.55 -1.69 -0.31
H -0.37 -3.00 -0.43
H -1.09 -2.59 1.93
H 0.63 -2.30 1.72
H -0.39 -0.48 3.04
H -1.54 -0.15 1.75
H 0.37 1.43 1.66
H 1.50 0.08 1.56
*
```

The total energy is -28753.52162 eV. The SMILES is CCOC(=O)CC(=O)NC1(Cc2ccc(O)cc2)CCCCC1. The value obtained for the lowest unoccupied orbital energy is 0.67 eV. The HOMO energy is -0.3080 Ha. Its gap between HOMO and LUMO is 9.1 eV. The energy above the lowest of the compared OMol25 structures with the same formula, charge and spin comes out at 21.1 kJ/mol.

***

10.
ORCA calculation (ωB97M-V with the def2-TZVPD basis set) on one molecule with the formula C3H5NO2.

ORCA input file:
```
! RIJCOSX wB97M-V def2-TZVPD def2/J DEFGRID3
* xyz 0 1
O -0.78 -2.22 -0.51
N 0.39 -1.46 -0.39
C 0.06 -0.23 -0.39
C 0.98 0.93 -0.11
O 0.05 1.73 0.69
C -0.72 0.80 1.22
H -0.44 -3.11 -0.64
H 1.23 1.51 -1.01
H 1.88 0.69 0.45
H -1.71 1.24 1.44
H -0.93 0.11 -0.75
*
```

The total energy is -8770.94726 eV. The value obtained for the lowest unoccupied orbital energy is 0.08 eV. The HOMO energy is -0.2940 Ha. Its gap between HOMO and LUMO is 8.1 eV. The energy above the lowest of the compared OMol25 structures with the same formula, charge and spin comes out at 651.0 kJ/mol.